(1)
Density functional theory data (the ωB97M-V functional and the def2-TZVPD basis) for C28H29BrFN8O3SSr as an isolated structure.

```
72
Properties=species:S:1:pos:R:3:forces:R:3:mulliken_charge:R:1
Sr 0.59393 0.77961 -0.02112 0.0 0.1 0.0 1.449
N 2.70440 -2.35295 3.04311 0.0 0.0 0.0 -0.328
C 1.80133 -1.74765 2.19715 -0.1 0.0 0.0 0.209
S 1.11310 -0.25884 2.73964 0.1 -0.1 0.0 -0.451
N 1.58150 -2.42455 1.09061 0.0 -0.1 0.0 -1.466
N 0.70747 -1.81413 0.23836 0.1 0.0 0.0 1.082
C 0.24627 -2.53200 -0.70841 0.0 0.1 0.0 -1.076
C -0.70185 -1.95846 -1.67851 0.1 0.0 0.1 1.115
C -1.10916 -2.70985 -2.77252 0.0 0.0 0.0 -0.922
C -1.98724 -2.15081 -3.68325 0.0 0.0 0.0 -0.398
C -2.43608 -0.85886 -3.47056 0.0 0.0 0.0 -0.766
C -1.97905 -0.18253 -2.35230 0.0 0.0 0.0 -0.226
N -1.13803 -0.70743 -1.46618 0.0 0.0 -0.1 0.178
H 2.64252 -2.05329 4.00193 0.0 0.0 0.0 0.229
H 2.80966 -3.34510 2.89211 0.0 0.0 0.0 0.256
H 0.53621 -3.57709 -0.80936 0.0 0.0 0.0 0.200
H -0.72268 -3.71118 -2.90569 0.0 0.0 0.0 0.422
H -2.30972 -2.71166 -4.55020 0.0 0.0 0.0 0.422
H -3.11610 -0.37605 -4.15730 0.0 0.0 0.0 0.408
H -2.30126 0.83545 -2.16086 0.0 0.0 0.0 0.404
C 5.13044 -4.72725 -2.50445 0.0 0.0 0.0 -1.011
C 5.65728 -3.35116 -2.88330 0.0 0.0 0.0 -1.038
N 5.02999 -2.27944 -2.10706 0.0 0.0 0.0 0.174
C 3.95674 -1.64299 -2.62800 0.0 0.0 0.0 0.178
C 3.22726 -0.67286 -2.01426 0.0 0.0 0.0 -0.211
C 2.01579 -0.14329 -2.79244 -0.1 0.0 -0.2 0.430
O 1.74375 -0.72899 -3.83971 0.1 0.0 0.0 -0.770
O 1.38456 0.82652 -2.27029 0.1 -0.1 0.1 -0.897
C 3.61025 -0.26261 -0.69491 0.0 0.0 0.0 1.317
O 3.06867 0.62128 -0.01308 0.0 0.0 0.0 -0.990
C 4.73479 -1.00808 -0.10011 0.0 0.0 0.0 0.798
C 5.07603 -0.72537 1.22563 0.0 0.0 0.0 -1.496
C 6.10137 -1.40935 1.80282 0.0 0.0 0.0 0.557
F 6.45079 -1.15815 3.09107 0.0 0.0 0.0 -0.394
C 6.82357 -2.38805 1.11065 0.0 0.0 0.1 -1.412
C 6.48220 -2.67983 -0.18950 0.0 0.0 0.0 -0.596
C 5.42349 -1.99664 -0.81131 0.0 0.0 0.0 0.800
N 7.90931 -3.09475 1.73632 0.1 0.1 -0.1 0.320
C 7.50973 -3.91798 2.86767 0.0 0.0 0.0 -0.432
C 8.65766 -4.82629 3.25536 0.0 0.0 0.0 -0.884
N 9.85177 -3.97227 3.59774 0.0 0.0 0.0 -0.141
C 10.22986 -3.06664 2.45341 0.0 0.0 0.0 -0.881
C 9.02763 -2.22491 2.08146 0.0 -0.1 0.0 -0.437
H 5.62207 -5.49308 -3.10449 0.0 0.0 0.0 0.388
H 4.05741 -4.78480 -2.68704 0.0 0.0 0.0 0.321
H 5.30436 -4.94783 -1.45106 0.0 0.0 0.0 0.320
H 5.45006 -3.14126 -3.93059 0.0 0.0 0.0 0.490
H 6.73861 -3.28676 -2.76154 0.0 0.0 0.0 0.418
H 3.65144 -1.94049 -3.62429 0.0 0.0 0.0 0.514
H 4.50461 0.01253 1.77396 0.0 0.0 0.0 0.502
H 7.04238 -3.45056 -0.69796 0.0 0.0 0.0 0.395
H 6.66212 -4.53912 2.58082 0.0 0.0 0.0 0.428
H 7.20116 -3.31809 3.73729 0.0 0.0 0.0 0.386
H 8.96047 -5.46026 2.42409 0.0 0.0 0.0 0.362
H 8.42472 -5.43593 4.12611 0.0 0.0 0.0 0.414
H 10.64367 -4.55863 3.86097 0.0 0.0 0.0 0.352
H 9.62288 -3.39711 4.41229 0.0 0.0 0.0 0.402
H 10.52949 -3.71497 1.63206 0.0 0.0 0.0 0.362
H 11.07313 -2.45897 2.77559 0.0 0.0 0.0 0.420
H 9.29203 -1.61799 1.21667 0.0 0.0 0.0 0.438
H 8.78218 -1.53840 2.90573 0.0 0.0 0.0 0.383
Br -3.78734 5.15914 2.25866 0.0 0.0 0.0 -0.165
C -3.21085 3.38328 2.01579 0.0 0.0 0.0 -0.139
C -3.88994 2.32870 2.60223 0.0 0.0 0.0 0.038
C -3.41749 1.04569 2.38449 0.0 0.0 0.0 -0.945
C -2.29275 0.87107 1.59691 0.0 0.0 0.0 -0.079
N -1.63900 1.89160 1.03532 0.0 0.0 0.0 0.043
C -2.09270 3.12768 1.24147 0.0 0.0 0.0 -0.407
H -4.76345 2.51037 3.21306 0.0 0.0 0.0 0.461
H -3.91112 0.19075 2.82378 0.0 0.0 0.0 0.426
H -1.89448 -0.12189 1.41760 0.0 0.0 0.0 0.318
H -1.55162 3.94227 0.77614 0.0 0.0 0.0 0.432
```
Positions in Å, forces in eV/Å.

## Properties
* Kohn-Sham gap: 6.003 eV
* E_HOMO: -0.334 hartree
* net charge: +1
* LUMO energy: -3.078 eV
* electronic energy: -131999.1710 eV
* M: 744.182 g/mol
* ΔE to the lowest compared entry with this formula, charge and spin: 0.0 kJ/mol

=====

(2)
Density functional theory data (the ωB97M-V functional and the def2-TZVPD basis) for C28H29Cl2F5NO7S2Ti as an isolated structure.

```
75
Properties=species:S:1:pos:R:3:forces:R:3:mulliken_charge:R:1
Ti -1.02835 0.34912 -0.04808 -0.1 0.2 0.5 0.236
C 3.96679 0.80477 -0.08730 0.0 0.0 0.0 -1.586
C 2.87974 1.85811 -0.26876 0.0 0.1 0.0 0.842
C 3.51023 3.25520 -0.35105 0.0 0.0 0.0 -1.637
C 1.84739 1.85873 0.83518 0.0 -0.1 0.0 1.059
C 0.59880 2.47579 0.61957 0.0 -0.1 0.0 -0.462
C -0.26307 2.71172 1.69594 0.0 0.0 0.0 -0.753
C 0.02625 2.25473 2.97911 0.0 0.0 0.0 0.785
C -0.92737 2.50886 4.11306 0.0 0.0 0.0 -1.633
C 1.22275 1.57467 3.15755 0.0 0.1 0.0 -1.024
C 2.12297 1.39268 2.11104 0.0 0.0 0.0 -0.376
H 4.64303 0.81567 -0.94173 0.0 0.0 0.0 0.322
H 3.55092 -0.19939 0.02700 0.0 0.0 0.0 0.249
H 4.57304 1.02001 0.79398 0.0 0.0 0.0 0.489
H 2.35227 1.67939 -1.21205 0.0 0.0 0.0 0.055
H 4.03387 3.49010 0.57757 0.0 0.0 0.0 0.382
H 2.75538 4.02447 -0.51744 0.0 0.0 0.0 0.361
H 4.23018 3.29874 -1.16922 0.0 0.0 0.0 0.461
H 0.37889 2.91419 -0.34934 0.0 0.0 0.0 0.585
H -1.17548 3.26430 1.52850 0.0 0.0 0.0 0.339
H -1.93788 2.19089 3.85406 0.0 0.0 0.0 0.316
H -0.96790 3.57350 4.34870 0.0 0.0 0.0 0.433
H -0.62190 1.97782 5.01364 0.0 0.0 0.0 0.344
H 1.47906 1.20265 4.14377 0.0 0.0 0.0 0.404
H 3.06055 0.89224 2.31473 0.0 0.0 0.0 0.404
O -3.04369 -0.58957 0.62591 0.2 -0.1 -0.1 -0.549
S -3.64740 0.74548 0.58928 -0.2 0.1 0.0 1.693
O -4.54269 1.11026 1.62388 0.0 0.0 0.0 -0.608
O -2.39924 1.61683 0.50750 -0.1 0.3 0.0 -0.131
C -4.44632 1.05345 -0.97489 0.1 -0.1 0.1 -0.331
C -5.80891 1.26863 -0.90695 0.0 0.1 0.0 -0.640
C -6.53787 1.55271 -2.05772 0.0 0.0 -0.1 -0.680
C -5.89849 1.63152 -3.27914 0.0 0.0 0.1 -0.664
C -4.52685 1.41376 -3.35955 0.1 0.0 0.0 -0.637
C -3.79625 1.12205 -2.22168 0.0 0.1 -0.1 -0.100
S -2.07954 0.74757 -2.48541 0.0 -0.1 -0.1 1.683
O -1.18549 1.69814 -1.77814 -0.1 -0.1 0.1 -0.592
O -1.84748 0.57660 -3.87316 0.0 0.0 0.0 -0.618
O -1.89511 -0.49180 -1.63094 0.2 -0.2 0.0 -0.339
H -6.29710 1.23414 0.05701 0.0 0.0 0.0 0.571
H -7.60404 1.71573 -1.98362 0.0 0.0 0.0 0.426
H -6.45375 1.85684 -4.17892 0.0 0.0 0.0 0.429
H -4.01929 1.45532 -4.31251 0.0 0.0 0.0 0.564
C 1.01391 -1.66573 -4.14288 0.0 0.0 0.0 -1.702
C 2.03215 -1.52747 -2.99710 -0.1 -0.2 0.0 2.017
C 3.22559 -0.67358 -3.43436 0.0 0.1 0.0 -1.642
C 2.48812 -2.90455 -2.49861 0.1 0.0 0.0 -1.470
C 1.31633 -0.86525 -1.90039 0.1 0.3 -0.1 -0.394
N 0.71720 -0.29273 -1.10901 -0.1 -0.1 0.0 0.335
H 1.50176 -2.17672 -4.97307 0.0 0.0 0.0 0.470
H 0.66986 -0.69044 -4.48671 0.0 0.0 0.0 0.366
H 0.14950 -2.25447 -3.83643 0.0 0.0 0.0 0.373
H 3.67076 -1.14810 -4.30870 0.0 0.0 0.0 0.491
H 3.97955 -0.61961 -2.65245 0.0 0.0 0.0 0.273
H 2.91858 0.33522 -3.71148 0.0 0.0 0.0 0.371
H 3.00733 -3.41175 -3.31224 0.0 0.0 0.0 0.450
H 1.63968 -3.51373 -2.19642 0.0 0.0 0.0 0.180
H 3.17415 -2.81245 -1.65593 0.0 0.0 0.0 0.371
F 1.39232 -3.29373 5.66267 0.0 0.0 0.0 -0.297
C 0.94841 -2.60506 4.62371 0.0 0.0 0.0 0.652
C -0.22584 -1.87583 4.72596 0.0 0.0 0.0 0.388
F -0.90105 -1.86696 5.86580 0.0 0.0 0.0 -0.300
C -0.68953 -1.15828 3.63844 -0.1 0.0 -0.1 0.140
F -1.80944 -0.45149 3.73648 0.0 0.0 0.0 -0.340
C 0.00890 -1.15908 2.43673 0.0 -0.1 0.2 0.182
O -0.45392 -0.46246 1.39580 0.0 0.0 -0.5 0.978
C 1.18904 -1.88979 2.35134 -0.1 0.1 -0.1 -0.753
F 1.87659 -1.89120 1.20795 0.0 0.0 0.0 -0.134
C 1.65993 -2.60837 3.43241 0.0 0.0 0.1 0.192
F 2.78787 -3.30320 3.32885 0.0 0.0 0.0 -0.322
Cl -1.07819 -3.35570 -0.12702 0.1 -0.1 -0.1 0.019
C -0.30090 -4.87086 0.39580 -0.1 0.0 0.1 -0.213
Cl 0.37784 -5.79292 -0.94312 0.0 0.1 0.0 -0.157
H -1.06359 -5.47719 0.86795 0.0 0.0 0.0 0.424
H 0.49642 -4.62312 1.08664 0.0 0.0 0.0 -0.016
```
Positions in Å, forces in eV/Å.

## Properties
* Kohn-Sham gap: 7.094 eV
* E_HOMO: -0.434 hartree
* net charge: +1
* LUMO energy: -4.725 eV
* electronic energy: -128743.8435 eV
* M: 769.437 g/mol
* ΔE to the lowest compared entry with this formula, charge and spin: 53.5 kJ/mol

=====

(3)
Density functional theory data (the ωB97M-V functional and the def2-TZVPD basis) for one molecule with the formula C28H29N3O2S in a non-equilibrium geometry.

```
63
Properties=species:S:1:pos:R:3:forces:R:3:mulliken_charge:R:1
C -4.76993 0.13366 -3.03163 -0.1 -0.1 0.1 -1.617
N -4.74474 0.08778 -1.57340 -0.8 0.3 -0.7 0.006
C -5.54204 -0.90994 -0.97408 -0.4 -0.5 0.3 0.309
C -5.65823 -2.16472 -1.60750 0.2 0.0 0.4 -0.289
C -6.24590 -3.23929 -0.93907 -0.2 0.3 0.2 -0.577
C -6.79863 -3.06083 0.33769 0.1 0.1 -0.1 -0.479
C -6.81877 -1.78201 0.90906 0.1 -0.2 -0.3 -0.488
C -6.22728 -0.70676 0.24126 0.2 -0.2 -0.1 -0.343
C -3.66902 0.68798 -0.93004 0.6 -0.1 0.3 1.889
C -3.58673 0.75205 0.47378 0.4 0.3 -0.1 -0.883
C -2.43436 1.23233 1.09798 -0.1 -0.4 -0.6 -0.810
C -1.31151 1.57437 0.33589 0.1 0.3 0.1 0.052
C -0.00506 2.00531 0.98805 -0.3 0.4 -0.6 0.174
N -0.01682 1.74476 2.39557 0.0 0.2 1.8 -0.327
S -0.22930 2.93267 3.56512 -0.1 -1.0 -1.4 1.166
C 0.23244 1.87899 4.91447 0.3 0.1 0.3 -1.051
O -1.62163 3.30694 3.69848 0.8 0.1 0.2 -0.646
O 0.77558 3.93395 3.29446 -0.6 -0.3 0.4 -0.638
C 1.26930 1.39554 0.41307 0.0 -0.4 -0.3 -0.368
C 2.46858 1.98132 0.81367 0.3 0.0 0.0 -0.840
C 3.68801 1.53532 0.31365 -0.2 -0.2 -0.4 -0.243
C 3.70037 0.51717 -0.65009 -0.6 0.1 0.2 -0.576
N 4.90211 0.17623 -1.33438 0.5 0.6 -0.5 0.274
C 4.86724 0.45263 -2.77457 -0.2 -0.1 0.5 -1.147
C 5.61296 -0.94168 -0.88088 -0.3 -0.6 0.1 0.517
C 5.85520 -2.02653 -1.74087 0.0 -0.1 0.4 -0.176
C 6.40575 -3.20060 -1.22285 0.3 0.3 0.3 -0.614
C 6.82115 -3.25354 0.11441 0.0 0.0 0.0 -0.454
C 6.63115 -2.14629 0.95608 -0.2 0.0 -0.4 -0.544
C 5.98839 -1.00760 0.47550 0.1 -0.3 -0.4 -0.395
C 2.50609 -0.13939 -0.98801 0.4 0.3 0.3 -0.203
C 1.29801 0.27406 -0.43037 0.0 0.2 0.1 -0.598
C -1.41762 1.60056 -1.05567 -0.3 -0.1 0.2 -1.062
C -2.58138 1.18255 -1.69046 0.1 -0.1 0.3 -0.449
H -4.51034 1.14682 -3.35643 -0.2 -0.3 -0.1 0.471
H -4.05941 -0.58287 -3.47845 -0.1 0.2 0.0 0.446
H -5.78288 -0.11198 -3.37649 0.3 0.1 0.1 0.420
H -5.23327 -2.30772 -2.60255 0.0 0.0 0.4 0.345
H -6.25746 -4.22182 -1.41428 0.0 0.3 0.2 0.349
H -7.21697 -3.91343 0.88063 0.1 0.3 -0.2 0.355
H -7.28673 -1.61806 1.88451 0.1 -0.1 -0.4 0.372
H -6.27554 0.29423 0.67264 0.0 -0.4 -0.2 0.480
H -4.40904 0.42362 1.09479 0.3 0.1 -0.1 0.140
H -2.45619 1.31884 2.18494 0.2 0.0 -0.3 0.331
H 0.09086 3.10006 0.85906 0.0 -0.4 0.1 0.625
H -0.43289 0.86283 2.69351 0.1 0.3 -0.3 0.507
H 0.47373 2.53802 5.75312 0.0 -0.2 0.0 0.414
H -0.60411 1.22014 5.17420 0.2 0.2 -0.1 0.353
H 1.10874 1.29688 4.59014 -0.3 0.4 0.3 0.323
H 2.45042 2.80143 1.53536 -0.1 -0.2 -0.2 0.495
H 4.63313 1.98793 0.61966 -0.3 0.0 -0.2 0.509
H 5.87931 0.38591 -3.18920 -0.2 0.0 0.1 0.386
H 4.19649 -0.23716 -3.30486 0.1 0.1 -0.2 0.408
H 4.48140 1.46903 -2.90431 0.1 -0.2 -0.1 0.272
H 5.54092 -1.97329 -2.78610 0.1 -0.1 0.4 0.340
H 6.51750 -4.06906 -1.87388 0.1 0.2 0.2 0.350
H 7.29322 -4.15961 0.50539 -0.2 0.3 -0.2 0.343
H 6.98020 -2.16325 1.98881 -0.1 -0.1 -0.2 0.359
H 5.76525 -0.15702 1.12097 0.2 -0.3 -0.1 0.337
H 2.54652 -0.96939 -1.69780 -0.1 0.2 0.3 0.399
H 0.38745 -0.28636 -0.66013 0.2 0.4 0.0 0.486
H -0.56097 1.93001 -1.65030 -0.3 -0.1 0.1 0.493
H -2.60270 1.18826 -2.77729 0.0 0.0 0.3 0.323
```
Positions in Å, forces in eV/Å.

## Properties
* Kohn-Sham gap: 8.218 eV
* E_HOMO: -0.282 hartree
* net charge: 0
* LUMO energy: 0.543 eV
* SMILES string: CN(c1ccccc1)c1ccc(C(NS(C)(=O)=O)c2ccc(N(C)c3ccccc3)cc2)cc1
* electronic energy: -48906.0991 eV
* M: 471.626 g/mol
* ΔE to the lowest compared entry with this formula, charge and spin: 352.6 kJ/mol

=====

(4)
Density functional theory data (the ωB97M-V functional and the def2-TZVPD basis) for an isolated ion of composition C28H30Cl2N3O and charge +1.

```
64
Properties=species:S:1:pos:R:3:forces:R:3:mulliken_charge:R:1
O -0.76746 -0.03662 -0.10013 0.0 -0.1 -0.2 -0.668
C 0.15646 -0.47978 0.59846 0.1 -0.1 0.2 0.035
N -0.03772 -1.30281 1.63494 0.1 0.0 0.1 -0.060
C -1.30643 -1.81713 2.09861 -0.3 -0.1 0.3 -0.035
C -1.39159 -3.33484 1.92316 0.0 0.2 -0.3 -0.945
C -1.55672 -3.76113 0.46368 -0.3 -0.1 0.2 -0.480
C -2.96442 -3.50101 -0.08234 0.4 -0.2 0.0 -0.903
N -3.19355 -2.08919 -0.34694 -0.3 0.1 -0.1 0.456
C -2.78756 -1.68785 -1.68252 0.2 -0.1 0.0 -1.299
C -3.17831 -0.22290 -1.92479 0.1 -0.4 -0.6 -0.981
N -3.23363 0.45064 -0.61349 0.7 0.0 0.4 1.351
C -3.22622 1.90286 -0.64129 0.1 0.7 0.0 0.114
C -3.69145 2.61649 -1.73527 0.0 -0.2 0.1 -0.596
C -3.67057 4.00206 -1.72460 0.0 -0.1 0.1 -0.922
C -3.19026 4.68809 -0.62615 0.0 -0.1 0.1 -0.475
C -2.73400 3.98566 0.48087 -0.1 -0.2 -0.1 0.269
Cl -2.14339 4.83122 1.85564 0.0 0.1 -0.1 -0.185
C -2.75698 2.59003 0.47956 0.0 0.1 0.0 0.330
Cl -2.20950 1.74191 1.87406 0.0 0.0 0.2 -0.160
C -4.39466 -0.06266 0.15284 -0.7 -0.5 0.4 -0.448
C -4.51668 -1.58312 -0.05304 0.0 0.0 -0.1 -0.914
C 1.55817 -0.12099 0.30110 0.3 0.2 -0.2 1.038
C 1.87849 0.21800 -1.01550 -0.2 -0.1 0.1 -0.532
C 3.16671 0.55973 -1.37634 0.1 0.0 0.1 -1.151
C 4.14862 0.58170 -0.39662 -0.5 -0.1 0.3 0.248
C 3.82845 0.26745 0.93733 0.0 0.0 -0.3 -0.457
C 2.54731 -0.08655 1.29043 -0.1 0.0 -0.2 -0.024
C 5.04614 0.38906 1.80400 0.1 0.0 0.2 -0.946
C 6.10614 0.79591 0.82138 -0.1 0.0 -0.3 0.212
C 7.44380 1.05094 1.03827 0.0 0.0 0.0 -0.562
C 8.23458 1.41621 -0.04245 0.0 0.0 0.1 -0.522
C 7.69624 1.52405 -1.31738 0.0 0.0 -0.1 -0.739
C 6.35477 1.27028 -1.54432 -0.1 0.0 0.1 -0.394
C 5.56000 0.90505 -0.46773 0.6 0.1 0.2 0.350
H 0.77907 -1.66896 2.10042 0.0 0.1 -0.2 0.306
H -1.41884 -1.56088 3.15722 0.0 0.0 -0.1 0.424
H -2.09782 -1.33879 1.52413 0.1 0.0 0.2 -0.330
H -0.48545 -3.78904 2.33020 0.0 0.0 0.1 0.411
H -2.23445 -3.70629 2.50710 0.0 -0.1 0.1 0.352
H -1.36366 -4.83175 0.38923 0.1 0.0 -0.1 0.424
H -0.81867 -3.24800 -0.15390 0.1 0.0 -0.1 0.148
H -3.69159 -3.84248 0.65673 0.0 0.0 0.0 0.426
H -3.11573 -4.09752 -0.99389 -0.1 0.0 0.1 0.338
H -1.70439 -1.80106 -1.75161 -0.1 0.0 -0.1 0.443
H -3.24865 -2.31945 -2.46099 0.0 0.1 0.1 0.570
H -2.43059 0.26872 -2.54614 -0.1 0.0 0.1 0.451
H -4.15462 -0.15457 -2.40857 0.1 0.1 0.1 0.575
H -2.29063 0.14188 -0.15025 -0.5 0.2 -0.1 -0.338
H -4.07121 2.10466 -2.60347 0.0 -0.1 -0.1 0.457
H -4.03181 4.54747 -2.58128 0.0 0.0 -0.1 0.413
H -3.16800 5.76562 -0.61501 0.0 0.1 0.0 0.472
H -4.23779 0.17813 1.20440 0.0 0.0 -0.1 0.425
H -5.29602 0.44937 -0.19255 0.1 0.1 0.0 0.475
H -4.88901 -2.03887 0.86450 0.0 0.0 -0.1 0.502
H -5.23895 -1.80915 -0.85429 0.0 0.0 0.1 0.383
H 1.09175 0.19744 -1.75499 0.0 0.0 0.0 0.436
H 3.40119 0.80801 -2.39968 0.0 0.0 -0.1 0.439
H 2.31274 -0.29211 2.32594 0.0 0.0 0.1 0.529
H 5.29157 -0.55471 2.29687 0.0 0.0 0.0 0.295
H 4.91110 1.13987 2.58633 0.0 0.0 0.0 0.306
H 7.87056 0.96927 2.02689 0.1 0.0 0.1 0.446
H 9.28364 1.61924 0.11053 0.1 0.0 0.0 0.392
H 8.33345 1.80919 -2.14072 0.1 0.0 -0.1 0.402
H 5.93796 1.35405 -2.53658 0.0 0.0 -0.1 0.422
```
Positions in Å, forces in eV/Å.

## Properties
* Kohn-Sham gap: 8.357 eV
* E_HOMO: -0.382 hartree
* net charge: +1
* LUMO energy: -2.037 eV
* SMILES string: O=C(NCCCCN1CC[NH+](c2cccc(Cl)c2Cl)CC1)c1ccc2c(c1)Cc1ccccc1-2
* electronic energy: -61081.5660 eV
* M: 495.474 g/mol
* ΔE to the lowest compared entry with this formula, charge and spin: 1.4 kJ/mol

=====

The lowest M belongs to which entry?
C28H29N3O2S

=====

LUMO energy of number 4 (C28H30Cl2N3O)?
-2.037 eV

=====

The highest E_HOMO belongs to which entry?
C28H29N3O2S

=====

The lowest electronic energy belongs to which entry?
C28H29BrFN8O3SSr